No. 1
A single C3H9NO2 molecule, computed with the ωB97M-V functional and the def2-TZVPD basis.

Positions of all 15 atoms, in Å:
O 0.7029 -0.0220 -0.4724
H -2.0076 1.3468 0.7509
H -0.3814 2.0278 0.5689
H -2.3230 -1.0515 0.2641
H -1.3333 1.6151 -0.8781
H -0.9147 -1.9783 -0.2845
O 2.9550 -0.1286 -0.2375
H 2.8942 0.7910 -0.5254
H 1.7492 -1.5764 0.4274
C -1.0990 1.3230 0.1530
H -1.6747 -0.7972 -1.3783
C 1.7545 -0.4804 0.3470
N -0.5421 -0.0113 0.2426
C -1.4153 -1.0135 -0.3348
H 1.6354 -0.0445 1.3572

Output
**SMILES**: CN(C)OCO
**Net charge**: 0
**Energy above the lowest of the compared OMol25 structures with the same formula, charge and spin**: 295.7 kJ/mol
**Calculated total energy**: -324.85999 a.u.
**Orbital gap**: 10.12 eV
**Highest occupied orbital energy**: -9.16 eV

=====

No. 2
A molecular structure, C4H8O2, computed with the ωB97M-V functional and the def2-TZVPD basis.

Positions of all 14 atoms, in Å:
C 0.4874 -0.0282 0.9547
H 2.0437 -1.0901 -0.0275
H -1.0990 -0.2344 -1.6821
H -1.4375 0.9739 1.4730
H -0.0831 2.0425 -0.5638
O -0.7782 -1.0929 -1.3301
H 0.4526 -0.7867 -1.2305
C -0.7885 0.7038 0.6408
H 1.8807 0.6230 -0.6196
H 0.8136 -0.0524 2.0233
O -0.9158 1.5640 -0.4558
C 1.3661 -0.2645 -0.2585
H -1.2413 -1.6033 0.7172
C -0.7007 -0.7547 0.3590

Output
**Net charge**: 0
**Energy above the lowest of the compared OMol25 structures with the same formula, charge and spin**: 539.9 kJ/mol
**Calculated total energy**: -307.50679 a.u.
**Orbital gap**: 8.88 eV
**Highest occupied orbital energy**: -8.26 eV

=====

No. 3
3 unconnected molecules or ions with the total composition C3H12N2O2, computed with the ωB97M-V functional and the def2-TZVPD basis.

Positions of all 19 atoms, in Å:
H 0.1300 -1.5721 -0.7831
H -0.7205 0.9559 -1.5511
N 0.0567 -1.2203 0.1688
H -0.1275 1.5256 -2.8844
H -1.6668 0.6473 1.2586
C 0.9360 -0.0913 0.3420
H 2.8029 -0.8052 -0.5676
H -2.0009 -1.1546 -0.1396
H -3.3834 -1.7863 0.0535
O -0.8289 0.9822 -2.5069
C 0.4068 1.0330 0.8615
C 2.4042 -0.3183 0.3222
H 2.9589 0.6229 0.3354
H 2.7657 -0.9234 1.1626
H 1.0713 1.6442 1.4627
H -1.1968 2.2144 1.1282
O -2.9415 -1.0342 -0.3477
N -0.9566 1.2651 0.8978
H 0.2904 -1.9847 0.7870

Output
**SMILES**: C/C(N)=C/N.O.O
**Net charge**: 0
**Energy above the lowest of the compared OMol25 structures with the same formula, charge and spin**: 136.3 kJ/mol
**Calculated total energy**: -381.46302 a.u.
**Orbital gap**: 9.05 eV
**Highest occupied orbital energy**: -8.29 eV

=====

No. 4
2 unconnected molecules or ions with the total composition C24H43BN5O3Si2, computed with the ωB97M-V functional and the def2-TZVPD basis.

Positions of all 78 atoms, in Å:
H 0.5514 -3.2075 -0.5508
H 2.4035 7.6772 -2.5142
Si -3.8480 -6.3242 3.7520
H 0.0357 -2.3006 0.9568
H 3.4608 8.2749 2.1127
C -4.0618 -7.3420 5.3194
C 0.1094 0.1415 -4.0360
C 4.5210 8.8497 -0.9398
H 5.0920 8.8392 0.0689
O -3.5375 -0.7533 -3.0982
H -0.0566 7.4860 -2.8356
C 0.6569 -5.5022 3.3657
C 2.4028 0.9447 -5.2448
H 0.7407 -4.8499 4.2383
H 0.2876 -0.9652 -1.2484
H 4.6386 7.7828 -1.3605
C 2.9947 7.3420 1.6067
O -1.5078 -1.8775 -2.1140
H -1.5732 -8.5535 2.0919
H 0.2734 -0.9029 -4.4591
H 2.5048 1.6109 -6.1655
N -2.2739 -5.6289 3.6118
N 1.8600 8.3229 -0.5415
H -4.1093 -6.8634 1.3363
H -3.7651 -8.3353 2.2682
C 0.5077 5.2871 -2.6541
N 1.9578 3.6941 -4.1262
H 5.0779 9.6165 -1.5939
H 3.8019 6.8988 0.9235
H 1.5652 -6.1124 3.3023
H 4.6238 1.9646 -5.6176
C 1.6554 7.8007 0.8418
B -2.1412 -0.7361 -2.7642
H 0.9529 6.8797 0.8365
C 1.1081 1.2739 -4.3428
C -0.3626 -2.7234 -0.0359
H 2.7123 6.5942 2.4415
C -0.6067 -7.6809 5.0438
C 3.0024 9.2490 -0.6462
H -0.6920 -7.0794 5.9524
H -1.2444 -3.4354 0.0871
C 1.8870 7.2478 -1.5730
H -3.7135 -6.7869 6.1942
C 3.7660 0.8884 -4.3606
O 2.7576 10.4941 -0.5343
C 0.4052 6.7942 -2.0544
C -0.7296 -1.4306 -0.9534
C -4.3108 -7.3898 2.2729
H -6.1327 -5.3501 3.9260
C -0.8570 -7.7351 1.9947
H 0.3934 -8.1293 5.0289
H 0.1357 -8.1821 1.8595
H -5.0922 -4.3202 2.9278
H 1.1496 8.6091 1.4706
H -3.5190 -8.2877 5.2652
H 3.7055 0.3079 -3.3782
N 4.8852 1.5127 -4.7208
H -2.1807 2.1691 -1.8557
H -4.9435 -4.2874 4.6990
H -1.0950 -7.1640 1.0938
C -0.2543 3.1126 -2.8701
C 0.9409 2.7416 -3.7779
N -0.5433 4.3957 -2.2871
H 2.2344 -0.1367 -5.6282
H 0.5979 -4.8834 2.4670
C -5.1264 -4.9304 3.8340
H -5.1199 -7.5824 5.4729
H -1.3964 -0.6837 -0.3821
H -1.3272 -8.4995 5.0960
H 2.5279 5.7857 -3.7571
Si -0.8641 -6.6206 3.5115
C -1.2882 1.9471 -2.5517
H -3.9408 0.1405 -3.0083
C -1.1250 0.5137 -3.1025
H -5.3795 -7.6312 2.3001
C 1.7482 4.9737 -3.5373
H -0.3173 6.7504 -1.1566
H 2.4036 6.2899 -1.1928

Output
**Net charge**: -1
**Calculated total energy**: -2043.55982 a.u.
**Orbital gap**: 3.37 eV
**Highest occupied orbital energy**: -3.22 eV

=====

No. 5
A single C20H22N2O6S molecule, computed with the ωB97M-V functional and the def2-TZVPD basis.

Positions of all 51 atoms, in Å:
O 7.7719 -0.9170 0.6812
C -3.5702 -3.8671 0.3124
C -3.8619 -2.6551 -1.7063
H 0.4394 1.4210 1.7314
C 8.1972 -0.3064 -0.5187
C -0.5644 1.1510 -1.4996
H -4.1318 -4.2600 1.1647
H -1.9940 1.7343 2.0291
C 6.0075 0.0236 -0.3696
O 7.0879 0.2772 -1.1672
H -2.8011 -1.0001 -0.7302
H -0.1427 1.0251 -2.4852
H 1.8666 -0.0143 1.1004
O -3.2485 -2.5059 0.5654
H -4.3617 0.7317 2.6836
C 5.5264 -1.0863 1.7185
C 3.7813 -0.0046 0.4155
H -4.5707 -2.2610 -2.4295
C -4.3638 -3.9091 -0.9938
H 3.4692 -1.0161 2.2763
H -2.6143 1.3284 -2.1485
C 4.6991 0.3869 -0.5672
C -4.3700 -0.1865 2.1014
C -1.9246 1.3193 -1.3190
N 2.4229 0.3171 0.3247
H 8.9437 0.4718 -0.2919
C -1.5781 1.5392 1.0539
C -3.6286 -1.6923 -0.5357
C 4.1960 -0.7260 1.5318
H -5.1335 -0.8561 2.4989
H 4.3886 0.9426 -1.4334
H -5.2348 -0.3680 -1.1290
S -4.1938 1.6542 0.2087
H -2.6325 -4.4310 0.2225
H -5.6820 -1.5380 0.1405
H 5.8427 -1.6436 2.5836
C -0.2170 1.3572 0.8753
C 6.4210 -0.6999 0.7510
H -2.9168 -2.8611 -2.2098
C -2.4197 1.4994 -0.0406
O -4.8092 1.8794 -1.0658
H 8.6528 -1.0640 -1.1764
H -4.1756 -4.8204 -1.5562
H -3.3986 -0.6859 2.1601
C -4.8956 -0.8679 -0.2207
C 1.7574 0.9605 -0.6770
H -5.4331 -3.8327 -0.7973
C 0.2952 1.1429 -0.4023
O 2.2601 1.3431 -1.7118
N -4.7190 0.1774 0.7514
O -4.4086 2.5948 1.2672

Output
**SMILES**: CN(C[C@@H]1CCCO1)S(=O)(=O)c1ccc(C(=O)Nc2ccc3c(c2)OCO3)cc1
**Net charge**: 0
**Energy above the lowest of the compared OMol25 structures with the same formula, charge and spin**: 192.3 kJ/mol
**Calculated total energy**: -1734.44433 a.u.
**Orbital gap**: 7.96 eV
**Highest occupied orbital energy**: -7.94 eV

=====

No. 6
6 unconnected molecules or ions with the total composition C6H24O6, computed with the ωB97M-V functional and the def2-TZVPD basis.

Positions of all 36 atoms, in Å:
H -0.6043 -0.8089 -4.5783
C -1.4295 1.5700 2.3336
H 1.3601 -3.4922 -0.2619
H -2.3496 0.8959 4.1381
H -2.1777 3.4919 1.5251
O 0.6773 -2.4252 -3.9724
H 0.9072 -0.0532 1.6565
H 0.9699 -3.3366 -3.9778
C -0.1132 -2.2160 1.8261
H 0.0767 1.4398 3.5138
C -1.2318 2.9745 1.6855
H -0.2558 -1.6447 2.7434
H -2.2685 2.7059 4.0546
H -0.1472 -3.2548 2.1542
H 0.3323 0.0290 -2.0864
C -2.3248 1.7737 3.4925
C 1.2271 -2.4156 -0.3686
H 2.2910 1.9927 -2.4446
H 0.2978 -2.2471 -0.9127
O 2.7224 2.0536 -3.2969
H 1.4857 -1.9138 -3.9387
H -0.9628 -1.8737 1.2351
H -0.7876 2.6994 0.7289
H -1.8621 0.8013 1.6933
H -0.9835 0.0341 -5.7773
O 0.6996 0.8820 -1.8546
C 1.2060 -1.8578 1.0219
H 2.1229 -2.1063 1.5564
O -1.1486 -0.0662 -4.8398
O 1.2042 -0.3838 0.8056
H 0.8410 0.8335 -0.9092
H 2.1246 -2.1648 -0.9340
H -0.5679 3.6506 2.2243
H 2.1471 1.5729 -3.8920
H -3.2860 1.8058 2.9796
O -0.1918 1.0542 2.6767

Output
**SMILES**: CC(C)O.CC(C)O.O.O.O.O
**Net charge**: 0
**Energy above the lowest of the compared OMol25 structures with the same formula, charge and spin**: 122.6 kJ/mol
**Calculated total energy**: -694.40570 a.u.
**Orbital gap**: 10.72 eV
**Highest occupied orbital energy**: -10.27 eV

=====

No. 7
A molecular structure, C12H43BO13, computed with the ωB97M-V functional and the def2-TZVPD basis.

Positions of all 69 atoms, in Å:
H 0.4851 -2.2860 0.4546
H 0.8838 4.6755 0.1187
H 1.4955 -2.9546 -3.4645
H 0.1251 -0.8947 1.8275
C -3.5431 -1.2413 -0.3045
H -0.0584 1.1620 1.0486
C -2.1031 -0.8835 0.1326
O 1.2545 1.6533 -1.3564
C 0.7979 3.9327 0.9117
H 0.9662 -2.4859 -0.9027
H -0.9004 1.2278 -0.0175
C 2.1042 3.9053 1.6850
H 2.0086 3.3340 2.6084
O 3.1337 3.3338 0.8923
O 1.1447 -1.2036 -4.0271
H 1.1795 -0.2298 0.5774
H -1.5428 -0.3833 2.2788
H -0.5467 2.6583 0.1227
H -3.1831 1.0219 -1.3283
H 1.0017 1.1879 -0.5557
H 1.4455 -0.3480 -3.7123
C -1.8955 1.7440 -2.8129
C -2.1135 0.9918 -1.5361
H 1.0931 0.8718 0.1988
H 1.3378 -3.1992 3.6941
O -0.7698 -2.7746 -2.0420
H 3.0239 -2.7670 1.9339
H -1.9713 0.1812 0.3254
H -0.3378 -0.7366 -0.9212
H -0.4994 -1.3497 4.3117
H -0.1271 1.9512 -3.6485
O -1.4641 1.8075 -0.5350
H -1.8457 -1.4155 1.0485
O 1.2306 -0.8515 3.8175
C 1.3944 -1.9922 -2.9628
C 1.9622 -2.9883 1.8250
O -3.6530 -2.6175 -0.3934
H 1.3848 -1.7283 3.4582
B 0.1956 0.3536 -0.1015
H -0.6402 0.8315 0.3856
H -4.3412 -2.7504 -1.0494
H 1.1181 1.0765 -2.1116
H -1.4264 -2.7258 -1.3433
H 2.1171 -2.5946 -0.2591
C -0.1247 -0.4253 3.8722
H 1.8146 -4.0254 1.5238
O -1.1156 -1.2988 -0.8986
C 1.5631 -2.2208 0.6020
O -0.8070 1.2736 -3.6574
H 2.5646 2.8566 0.2840
H -0.0034 0.4391 -1.1585
H 2.2691 4.9032 2.0914
H 2.1769 1.9191 -1.3682
H -4.2614 -0.7223 0.3302
H -3.6769 -0.9070 -1.3333
O 1.0684 -2.6849 2.9296
H -0.1902 0.4126 4.5662
H -2.8002 1.6183 -3.4077
O 1.7649 -0.8873 0.9602
H -1.7956 -0.0503 -1.5710
H 2.3966 -1.7051 -2.6445
H -1.5637 2.7645 -2.6219
H 0.2638 -0.6950 0.1436
O 0.3413 2.6722 0.4873
O 0.0527 1.0866 1.9991
H 0.0784 -1.0342 -1.5691
C 0.4761 -2.0304 -1.7632
C -0.4786 -0.1636 2.3651
H 0.0660 4.4045 1.5674

Output
**Net charge**: 0
**Energy above the lowest of the compared OMol25 structures with the same formula, charge and spin**: 3195.5 kJ/mol
**Calculated total energy**: -1484.53092 a.u.
**Orbital gap**: 7.36 eV
**Highest occupied orbital energy**: -8.01 eV

=====

No. 8
A molecular structure, C27H35N8O5S2Tl, computed with the ωB97M-V functional and the def2-TZVPD basis.

Positions of all 78 atoms, in Å:
C 1.3550 -5.8711 1.2594
H -5.0411 2.1685 -1.7623
C -6.1582 3.8976 -1.1487
H 4.6974 2.2195 0.7091
H -7.1018 5.6225 -0.2815
C 4.8088 4.7869 -0.7668
C -4.9498 -0.9789 0.4974
O 4.0408 -1.8113 2.7629
H 3.1982 5.1645 -2.1607
H 1.7748 -5.2991 0.4247
C 0.8360 3.1884 0.2697
C -4.2998 2.9681 0.0802
H -6.8178 3.8675 -2.0079
O 4.5021 3.0296 -2.7001
C -4.4718 3.9520 1.0488
N 4.1919 -0.9701 1.9035
H 5.3768 0.2387 -0.4408
C 1.0025 -7.2838 0.7900
H 0.1228 5.1271 -0.3372
C 3.2211 -0.9310 0.8562
N -1.3963 -5.2775 -0.0203
H 1.5374 -2.1523 1.5876
C -5.4777 4.9022 0.9234
C -5.1580 2.9458 -1.0166
C -0.1415 4.1063 -0.0865
C -6.3212 4.8794 -0.1783
H -2.2430 4.3940 -0.4000
C 0.1622 -5.0990 1.8523
N -0.8397 1.4830 0.4909
H 2.1353 -5.9365 2.0185
H -1.6829 -7.0888 1.0029
H 2.6698 0.1985 -2.9843
H -0.4521 -5.7728 2.4583
H 3.2957 6.3260 -0.8289
H 0.3717 -6.8185 -1.2237
C -1.4622 3.7025 -0.1204
C 1.9925 -1.5195 0.8371
H -2.1284 -7.0731 -0.6888
H 1.1634 1.1324 0.7997
H 0.5047 -4.2934 2.4958
H -3.8150 3.9689 1.9138
H -6.5200 -2.2149 0.8160
N -4.7536 0.3269 0.3382
C 4.4383 0.6460 -0.7827
O -0.7243 -3.2355 0.6320
C -0.6883 -4.4532 0.7832
H 3.2293 2.3984 -0.3132
C 3.3986 5.2738 -1.0958
O 5.1090 -0.1608 1.8764
N 3.3336 -0.1815 -0.3036
H 5.5869 5.4026 -1.2225
O 6.5583 2.8967 -1.2863
H 2.6376 4.7121 -0.5461
C -3.2193 1.9457 0.2099
C 0.4292 1.8904 0.5297
S -3.8172 -2.2530 0.7308
C 4.2782 2.0895 -0.2892
C 2.1684 -0.3656 -0.9677
H 1.6430 1.3529 -2.1334
C -1.3743 -6.7348 0.0158
H -6.9306 -0.5515 0.5963
H 4.4244 0.6171 -1.8679
H 5.0019 4.7208 0.3072
C -1.7981 2.3808 0.2068
N -3.4657 0.6873 0.3259
C -0.0194 -7.3418 -0.3453
H -1.9716 -4.8175 -0.7065
H -5.6040 5.6573 1.6907
H 1.9162 -7.7875 0.4676
N 1.3446 -1.1571 -0.2970
N -6.2732 -1.3059 0.4728
H -0.1738 -8.3850 -0.6329
C 1.8508 0.2871 -2.2690
H 0.6161 -7.8528 1.6441
H 0.9633 -0.1857 -2.6797
Tl -1.6249 -1.0270 -0.6706
S 5.1482 3.1642 -1.4146
H 1.8798 3.4678 0.3524

Output
**Net charge**: 0
**Energy above the lowest of the compared OMol25 structures with the same formula, charge and spin**: 128.1 kJ/mol
**Calculated total energy**: -2832.91408 a.u.
**Orbital gap**: 6.58 eV
**Highest occupied orbital energy**: -7.10 eV